[1]
Below is a cluster of 2 separate species, CH3O2 in total at a distorted geometry, with properties calculated with ωB97M-V/def2-TZVPD.

Cartesian coordinates (Å):
C: 0.933 0.360 -0.356
O: -2.343 -0.454 -0.160
O: -1.898 0.642 0.299
H: 1.528 0.059 -1.172
H: 1.551 0.980 0.327
H: -3.135 -0.398 -0.781

- Kohn-Sham gap (alpha / beta): 7.41 / 5.99 eV
- Relative energy (zero: lowest compared OMol25 entry of this formula, charge and spin): 224.1 kcal/mol
- Total charge: +1
- HOMO level (alpha / beta): -16.513 / -15.688 eV
- DFT total energy: -5161.9074 eV

Population analysis type Mulliken, resulting atomic charges in e: atom 1 (C): 0.09, atom 2 (O): -0.06, atom 3 (O): -0.08, atom 4 (H): 0.31, atom 5 (H): 0.31, atom 6 (H): 0.42

[2]
Below is a structure of composition C39H52N4OP2Pb at a distorted geometry, with properties calculated with ωB97M-V/def2-TZVPD.

Cartesian coordinates (Å):
Pb: -0.559 -2.383 0.830
C: -1.287 2.256 -0.888
C: -1.596 1.362 -1.833
C: -0.909 1.074 -3.142
C: 0.286 0.105 -3.147
C: 1.366 0.330 -2.127
C: 1.621 1.478 -1.486
C: 1.041 2.822 -1.799
C: -0.154 3.235 -0.919
C: 1.579 -2.036 1.074
H: -1.923 2.326 0.002
H: -2.462 0.703 -1.672
H: -0.628 2.001 -3.652
H: -1.681 0.598 -3.768
H: -0.088 -0.928 -3.033
H: 0.737 0.145 -4.159
H: 1.982 -0.561 -1.929
H: 2.393 1.504 -0.707
H: 0.754 2.891 -2.850
H: 1.835 3.568 -1.632
H: 0.187 3.387 0.115
H: -0.499 4.225 -1.263
H: 1.874 -1.770 2.087
H: 1.753 -1.187 0.394
H: 2.042 -2.960 0.710
P: 1.300 -1.206 -8.339
P: -1.768 -0.700 -7.990
N: 2.749 -0.202 -8.303
N: 2.067 -2.456 -9.379
N: -2.027 1.038 -7.779
N: -3.448 -1.042 -8.435
C: 0.422 -0.270 -9.701
C: -1.078 -0.613 -9.721
C: 3.170 0.451 -7.133
C: 4.198 1.319 -7.458
C: 4.427 1.213 -8.871
C: 3.517 0.287 -9.365
C: 2.224 -3.779 -8.937
C: 2.687 -4.555 -9.993
C: 2.824 -3.694 -11.132
C: 2.436 -2.421 -10.725
C: -1.819 1.662 -6.542
C: -1.928 3.036 -6.705
C: -2.197 3.279 -8.090
C: -2.244 2.044 -8.723
C: -4.338 -0.332 -9.252
C: -5.432 -1.143 -9.533
C: -5.201 -2.407 -8.890
C: -3.985 -2.326 -8.235
H: 0.855 -0.478 -10.690
H: 0.567 0.804 -9.500
H: -1.626 0.101 -10.355
H: -1.242 -1.617 -10.148
H: 2.684 0.217 -6.197
H: 4.729 1.964 -6.772
H: 5.159 1.751 -9.452
H: 3.360 -0.057 -10.377
H: 1.981 -4.028 -7.914
H: 2.906 -5.614 -9.961
H: 3.166 -3.966 -12.121
H: 2.387 -1.507 -11.303
H: -1.623 1.055 -5.673
H: -1.834 3.780 -5.926
H: -2.345 4.237 -8.566
H: -2.417 1.811 -9.765
H: -4.133 0.685 -9.548
H: -6.283 -0.871 -10.136
H: -5.850 -3.270 -8.923
H: -3.433 -3.042 -7.644
C: 1.609 2.979 2.754
C: 1.462 1.458 2.731
C: 2.775 0.839 3.190
C: 0.310 1.016 3.624
C: 0.358 1.291 4.981
C: -0.712 0.983 5.827
C: -1.894 0.466 5.281
C: -1.985 0.185 3.927
C: -3.294 -0.332 3.332
C: -3.640 -1.705 3.907
C: -4.438 0.657 3.582
C: -0.807 0.276 3.117
O: -0.740 -0.354 1.975
H: 1.827 3.309 3.777
H: 0.691 3.476 2.423
H: 2.432 3.307 2.111
H: 1.248 1.133 1.708
H: 2.993 1.167 4.213
H: 2.738 -0.253 3.177
H: 3.600 1.167 2.549
H: 1.254 1.777 5.378
H: -0.644 1.161 6.899
H: -2.775 0.287 5.904
H: -3.162 -0.426 2.245
H: -3.807 -1.620 4.990
H: -4.554 -2.101 3.447
H: -2.824 -2.422 3.740
H: -4.200 1.641 3.160
H: -5.363 0.300 3.115
H: -4.616 0.776 4.658

- Kohn-Sham gap (alpha / beta): 4.83 / 2.27 eV
- Relative energy (zero: lowest compared OMol25 entry of this formula, charge and spin): 0.0 kcal/mol
- Total charge: +2
- HOMO level (alpha / beta): -11.766 / -11.756 eV
- DFT total energy: -73100.3374 eV

Atomic partial charges in e from the Mulliken method, atoms 1 to 6: atom 1 (Pb): 1.05, atom 2 (C): -0.77, atom 3 (C): -0.44, atom 4 (C): -0.47, atom 5 (C): 0.09, atom 6 (C): -0.70

[3]
Below is a structure of composition C3H5BrS at a distorted geometry, with properties calculated with ωB97M-V/def2-TZVPD.

Cartesian coordinates (Å):
C: -0.529 1.156 0.727
C: 0.421 0.032 0.687
C: 0.077 -0.764 -1.069
S: -0.523 2.531 -0.010
Br: 0.938 -2.453 -1.087
H: -1.472 0.908 1.355
H: 1.352 0.305 0.861
H: 0.222 -0.780 1.280
H: -0.992 -0.911 -1.002
H: 0.506 -0.023 -1.743

- Kohn-Sham gap: 8.38 eV
- Relative energy (zero: lowest compared OMol25 entry of this formula, charge and spin): 45.6 kcal/mol
- HOMO level: -8.773 eV
- DFT total energy: -84067.2996 eV

Atomic partial charges in e from the Mulliken method, atoms 1 to 6: atom 1 (C): -0.04, atom 2 (C): -0.85, atom 3 (C): -0.61, atom 4 (S): -0.25, atom 5 (Br): -0.13, atom 6 (H): 0.23

[4]
Below is an isolated molecule of C6H8OS, with properties calculated with ωB97M-V/def2-TZVPD.

Cartesian coordinates (Å):
O: -0.006 -1.996 -0.965
C: 0.187 -0.595 -1.043
C: -1.180 0.031 -1.047
C: -1.735 0.495 0.072
C: -1.022 0.466 1.330
C: 0.277 0.168 1.370
C: 1.044 -0.083 0.124
S: 1.818 1.516 -0.435
H: 0.842 -2.443 -1.067
H: 0.703 -0.346 -1.984
H: -1.712 0.005 -1.984
H: -2.735 0.901 0.066
H: -1.570 0.688 2.233
H: 0.834 0.160 2.296
H: 1.878 -0.771 0.296
H: 2.376 1.805 0.739

- Kohn-Sham gap: 9.21 eV
- Relative energy (zero: lowest compared OMol25 entry of this formula, charge and spin): 23.0 kcal/mol
- HOMO level: -8.695 eV
- DFT total energy: -19233.2665 eV

Atomic partial charges in e from the Mulliken method, atoms 1 to 6: atom 1 (O): -0.53, atom 2 (C): -0.15, atom 3 (C): -0.69, atom 4 (C): -0.11, atom 5 (C): -0.34, atom 6 (C): -0.57

[5]
Below is a structure of composition C7H10S at a distorted geometry, with properties calculated with ωB97M-V/def2-TZVPD.

Cartesian coordinates (Å):
C: -0.232 0.902 1.229
C: -2.781 0.365 -0.215
C: 1.571 0.862 -0.664
C: -0.608 -1.441 0.452
C: 1.111 0.400 0.768
C: 0.913 -1.073 0.229
C: 0.696 -0.239 -1.096
S: -1.059 0.207 -0.158
H: -0.158 1.929 1.169
H: -3.244 -0.182 -1.101
H: -2.929 1.534 -0.100
H: 1.220 1.820 -1.013
H: 2.722 0.764 -0.794
H: -0.919 -2.242 -0.248
H: -0.713 -1.789 1.542
H: 1.838 0.708 1.663
H: 1.707 -1.827 0.435
H: 0.863 -0.698 -2.098

- Kohn-Sham gap (alpha / beta): 7.79 / 7.79 eV
- Relative energy (zero: lowest compared OMol25 entry of this formula, charge and spin): 188.3 kcal/mol
- HOMO level (alpha / beta): -7.563 / -7.563 eV
- DFT total energy: -18248.0508 eV

Atomic partial charges in e from the Mulliken method, atoms 1 to 6: atom 1 (C): -1.07, atom 2 (C): -0.75, atom 3 (C): -0.59, atom 4 (C): -0.56, atom 5 (C): 0.13, atom 6 (C): -0.55

[6]
Below is a structure of composition C33H66AsN2OPReS2, with properties calculated with ωB97M-V/def2-TZVPD.

Cartesian coordinates (Å):
Re: -0.139 0.263 -0.115
C: -0.868 1.608 5.158
C: -0.552 0.209 4.617
C: 0.785 -0.256 5.207
C: -1.655 -0.763 5.048
C: -0.462 0.240 3.138
C: -0.352 0.257 1.918
H: -0.916 1.580 6.246
H: -1.832 1.959 4.792
H: -0.097 2.324 4.868
H: 0.707 -0.299 6.293
H: 1.589 0.439 4.962
H: 1.050 -1.248 4.846
H: -1.703 -0.803 6.136
H: -1.453 -1.772 4.684
H: -2.631 -0.440 4.683
C: -0.853 0.136 -3.217
O: -0.365 0.600 -1.978
H: -1.889 -0.199 -3.108
H: -0.249 -0.698 -3.586
H: -0.823 0.949 -3.945
C: 4.363 -3.382 1.800
C: 2.940 -3.421 1.255
C: 2.072 -2.356 1.919
C: 2.650 -0.931 1.903
C: 4.156 -0.904 2.252
C: 4.997 -2.009 1.612
P: 2.225 0.059 0.427
C: 3.144 -0.692 -1.008
C: 4.406 0.042 -1.542
C: 4.241 0.470 -2.997
C: 4.024 -0.744 -3.904
C: 3.122 -1.797 -3.235
C: 2.247 -1.156 -2.162
C: 2.802 1.767 0.698
C: 2.369 2.408 2.034
C: 1.235 3.398 1.824
C: 1.665 4.557 0.914
C: 2.644 4.100 -0.177
C: 2.412 2.634 -0.512
H: 4.976 -4.150 1.329
H: 4.338 -3.618 2.869
H: 2.493 -4.399 1.436
H: 2.949 -3.304 0.166
H: 1.975 -2.626 2.975
H: 1.056 -2.361 1.521
H: 2.120 -0.373 2.678
H: 4.217 -1.019 3.340
H: 4.592 0.075 2.040
H: 5.991 -1.990 2.064
H: 5.159 -1.812 0.549
H: 3.493 -1.606 -0.528
H: 5.246 -0.654 -1.480
H: 4.696 0.891 -0.923
H: 5.118 1.033 -3.318
H: 3.393 1.155 -3.089
H: 4.987 -1.192 -4.154
H: 3.585 -0.417 -4.847
H: 3.728 -2.580 -2.769
H: 2.502 -2.297 -3.979
H: 1.502 -1.869 -1.793
H: 1.696 -0.317 -2.586
H: 3.893 1.679 0.701
H: 3.231 2.936 2.446
H: 2.092 1.659 2.776
H: 0.897 3.777 2.791
H: 0.379 2.864 1.393
H: 2.117 5.354 1.505
H: 0.778 4.991 0.437
H: 3.678 4.223 0.155
H: 2.539 4.715 -1.070
H: 2.980 2.331 -1.389
H: 1.350 2.495 -0.779
C: -3.336 -3.843 0.301
As: -2.932 -1.975 0.191
C: -3.405 -1.122 1.832
C: -3.936 -1.184 -1.235
S: -0.810 -1.944 -0.312
H: -4.413 -3.960 0.419
H: -2.816 -4.263 1.161
H: -3.005 -4.334 -0.613
H: -4.492 -1.031 1.847
H: -2.933 -0.145 1.877
H: -3.063 -1.741 2.659
H: -4.999 -1.245 -0.998
H: -3.726 -1.737 -2.150
H: -3.641 -0.141 -1.340
C: -1.288 5.412 1.807
N: -1.856 4.106 1.481
C: -2.169 3.292 2.648
C: -1.909 3.622 0.236
S: -2.094 1.922 -0.073
N: -1.917 4.455 -0.806
C: -1.579 4.005 -2.152
C: -2.548 5.776 -0.760
H: -0.603 5.277 2.645
H: -2.055 6.128 2.100
H: -0.734 5.805 0.960
H: -2.649 3.929 3.390
H: -1.262 2.870 3.067
H: -2.840 2.484 2.374
H: -0.988 3.094 -2.106
H: -1.003 4.791 -2.639
H: -2.484 3.818 -2.733
H: -3.125 5.888 0.151
H: -3.227 5.847 -1.610
H: -1.816 6.580 -0.833

- Kohn-Sham gap (alpha / beta): 6.86 / 7.07 eV
- Relative energy (zero: lowest compared OMol25 entry of this formula, charge and spin): 13.6 kcal/mol
- 2S+1: 4
- Total charge: +2
- HOMO level (alpha / beta): -13.212 / -13.813 eV
- DFT total energy: -134233.6531 eV

Atomic partial charges in e from the Mulliken method, atoms 1 to 6: atom 1 (Re): 0.31, atom 2 (C): -1.68, atom 3 (C): 2.22, atom 4 (C): -1.62, atom 5 (C): -1.86, atom 6 (C): -0.56